Entry from the Open Molecules 2025 dataset: a molecular structure, C40H66Br3GeN4O2RbSSi3 in a non-equilibrium geometry (the ωB97M-V functional and the def2-TZVPD basis).

Kohn-Sham gap = 0.190 hartree
DFT total energy = -354376.7163 eV
Lowest unoccupied orbital energy = 3.53 eV

Geometry as ORCA input:
```
! wB97M-V def2-TZVPD RIJCOSX def2/J DEFGRID3
* xyz -2 1
Rb 0.160 -0.249 0.147
Br -1.013 -0.457 -4.180
C 0.190 0.933 -3.621
Br 1.908 0.220 -3.143
H -0.229 1.446 -2.767
H 0.327 1.611 -4.452
C 3.517 3.021 -0.918
N 2.154 2.916 -0.406
C 1.790 3.741 0.490
C 0.518 3.671 1.159
C 0.242 4.041 2.469
C -1.008 3.495 2.810
C -1.455 2.789 1.709
N -0.553 2.924 0.701
C 4.541 2.586 0.104
C 4.484 1.288 0.610
C 5.372 0.868 1.584
C 6.336 1.743 2.072
C 6.411 3.032 1.567
C 5.514 3.451 0.591
H 3.730 4.042 -1.258
H 3.585 2.359 -1.784
H 2.464 4.529 0.859
H 0.913 4.583 3.118
H -1.521 3.576 3.754
H -2.374 2.251 1.551
H 3.723 0.609 0.238
H 5.302 -0.141 1.974
H 7.022 1.424 2.849
H 7.165 3.717 1.938
H 5.572 4.465 0.208
C 5.634 -2.379 5.993
C 6.337 -1.790 4.760
C 7.499 -2.714 4.388
C 6.918 -0.412 5.118
C 5.329 -1.639 3.623
C 4.208 -0.827 3.796
C 3.284 -0.715 2.788
Br 1.794 0.464 3.027
C 3.341 -1.404 1.539
O 2.357 -1.322 0.721
C 4.553 -2.140 1.337
C 5.466 -2.252 2.383
C 4.937 -2.832 0.016
C 6.351 -2.381 -0.395
C 4.025 -2.507 -1.172
C 4.930 -4.355 0.222
H 6.334 -2.489 6.827
H 5.219 -3.361 5.756
H 4.813 -1.739 6.316
H 8.181 -2.809 5.237
H 8.061 -2.314 3.542
H 7.139 -3.712 4.129
H 7.646 -0.493 5.931
H 6.130 0.273 5.431
H 7.414 0.021 4.247
H 4.046 -0.271 4.711
H 6.351 -2.852 2.210
H 6.388 -1.291 -0.449
H 6.600 -2.784 -1.380
H 7.117 -2.713 0.308
H 4.000 -1.434 -1.359
H 3.005 -2.834 -1.009
H 4.413 -3.004 -2.068
H 5.613 -4.652 1.020
H 5.230 -4.869 -0.697
H 3.926 -4.689 0.495
O 0.085 -2.239 2.013
H 0.880 -1.854 1.581
H -0.656 -1.731 1.664
S -0.774 3.684 -1.747
C -0.798 2.452 -0.626
N 0.452 -5.166 -1.118
C -0.361 -5.137 -2.228
C -0.737 -3.834 -2.366
N -0.178 -3.075 -1.370
C 0.526 -3.897 -0.638
H 0.885 -5.975 -0.717
H -0.590 -6.022 -2.796
H -1.387 -3.390 -3.101
H 1.085 -3.632 0.245
C -5.982 -0.764 3.205
Si -4.132 -0.766 2.688
C -3.513 -2.434 3.390
C -3.410 0.555 3.873
Ge -3.294 -0.447 0.450
Si -4.888 1.168 -0.365
C -6.776 0.846 -0.254
C -4.772 2.926 0.389
C -4.562 1.459 -2.220
Si -4.348 -2.397 -0.488
C -3.397 -3.990 0.009
C -4.294 -2.388 -2.404
C -6.166 -2.903 -0.132
H -6.094 -0.950 4.278
H -6.546 -1.533 2.668
H -6.451 0.199 2.982
H -3.708 -2.531 4.462
H -2.438 -2.556 3.232
H -4.013 -3.263 2.882
H -3.625 0.332 4.922
H -3.835 1.539 3.647
H -2.325 0.637 3.762
H -7.082 0.694 0.785
H -7.060 -0.050 -0.811
H -7.353 1.685 -0.655
H -4.797 2.901 1.483
H -5.601 3.553 0.051
H -3.842 3.416 0.091
H -4.599 0.521 -2.780
H -3.559 1.877 -2.349
H -5.276 2.156 -2.670
H -2.362 -3.754 0.268
H -3.382 -4.726 -0.799
H -3.851 -4.464 0.885
H -3.397 -1.876 -2.765
H -5.158 -1.857 -2.815
H -4.294 -3.399 -2.824
H -6.315 -3.066 0.939
H -6.443 -3.826 -0.652
H -6.860 -2.118 -0.441
*
```

***

Entry from the Open Molecules 2025 dataset: 10 unconnected molecules or ions with the total composition C40H66ClN9O5 in a non-equilibrium geometry (the ωB97M-V functional and the def2-TZVPD basis).

Kohn-Sham gap = 0.316 hartree
DFT total energy = -78709.9234 eV
Lowest unoccupied orbital energy = 0.23 eV

Geometry as ORCA input:
```
! wB97M-V def2-TZVPD RIJCOSX def2/J DEFGRID3
* xyz 0 1
C -1.572 -0.830 -2.140
C -0.987 0.436 -1.511
N 0.044 0.050 -0.442
C 1.303 -0.346 -1.168
C 0.265 1.300 0.431
C 0.973 2.391 -0.378
C -0.542 -1.063 0.380
C 0.016 -1.196 1.768
O 1.427 -1.295 1.684
C 2.069 -1.552 2.912
H -2.308 -0.641 -2.922
H -2.176 -1.413 -1.443
H -0.799 -1.508 -2.499
H -1.722 0.984 -0.926
H -0.488 1.105 -2.199
H 2.151 -0.290 -0.487
H 1.566 0.381 -1.931
H 1.132 -1.367 -1.500
H 0.960 1.021 1.213
H -0.755 1.506 0.741
H 2.011 2.049 -0.349
H 1.100 3.318 0.178
H 0.518 2.565 -1.347
H -0.488 -1.937 -0.265
H -1.580 -0.746 0.519
H -0.444 -1.981 2.373
H -0.210 -0.281 2.333
H 1.852 -2.493 3.422
H 1.994 -0.740 3.644
H 3.120 -1.598 2.628
Cl 0.930 -4.428 -1.336
O 1.420 -5.755 -1.397
O -0.512 -4.486 -1.130
O 1.505 -3.690 -0.238
O 1.254 -3.816 -2.628
C -5.258 0.707 -6.093
C -4.626 1.358 -4.862
C -3.121 1.598 -4.938
C -2.693 2.393 -3.744
N -2.344 2.927 -2.792
H -4.949 1.327 -6.939
H -6.345 0.778 -6.064
H -5.017 -0.346 -6.221
H -4.737 0.685 -4.003
H -5.159 2.280 -4.625
H -2.867 2.272 -5.758
H -2.624 0.633 -4.901
C -1.603 -7.858 1.935
C -1.135 -6.416 1.722
C -0.848 -5.747 3.047
C -1.907 -5.818 4.096
N -2.674 -5.897 4.945
H -0.859 -8.299 2.614
H -1.584 -8.474 1.041
H -2.513 -7.880 2.532
H -1.926 -5.786 1.302
H -0.226 -6.300 1.136
H -0.622 -4.705 2.814
H 0.050 -6.228 3.446
C 2.843 -2.092 -6.872
C 2.340 -2.433 -5.462
C 0.868 -2.065 -5.209
C 0.678 -0.645 -5.043
N 0.504 0.489 -4.943
H 3.830 -2.446 -7.155
H 2.777 -0.999 -6.899
H 2.147 -2.485 -7.616
H 2.935 -1.991 -4.661
H 2.475 -3.510 -5.327
H 0.607 -2.613 -4.295
H 0.212 -2.544 -5.937
N -4.853 -0.593 0.878
C -4.019 0.405 1.300
C -3.637 0.087 2.564
C -3.958 -1.272 2.774
C -4.805 -1.658 1.732
H -5.189 -0.630 -0.069
H -3.929 1.281 0.675
H -2.999 0.600 3.264
H -3.696 -1.937 3.582
H -5.305 -2.575 1.472
N 4.802 4.262 -1.306
C 4.870 3.245 -0.404
C 4.255 3.682 0.750
C 3.693 4.951 0.484
C 4.115 5.331 -0.774
H 5.184 4.282 -2.233
H 5.431 2.360 -0.656
H 4.171 3.087 1.645
H 3.029 5.537 1.099
H 3.932 6.152 -1.447
N 0.208 7.274 0.395
C -1.066 7.761 0.543
C -1.928 6.871 -0.029
C -1.185 5.776 -0.518
C 0.132 6.072 -0.294
H 1.013 7.673 0.836
H -1.257 8.697 1.040
H -2.998 7.005 0.013
H -1.632 4.956 -1.059
H 1.047 5.570 -0.564
N -0.687 4.305 2.496
C 0.596 3.932 2.776
C 0.519 2.669 3.309
C -0.835 2.301 3.385
C -1.562 3.277 2.710
H -0.896 5.104 1.913
H 1.469 4.561 2.784
H 1.349 2.057 3.631
H -1.134 1.326 3.733
H -2.587 3.216 2.387
N 3.442 -2.880 6.732
C 3.841 -3.600 5.611
C 4.550 -2.681 4.846
C 4.542 -1.427 5.487
C 3.877 -1.600 6.678
H 2.868 -3.266 7.460
H 3.587 -4.637 5.504
H 5.105 -3.001 3.977
H 5.089 -0.559 5.159
H 3.790 -0.871 7.466
*
```

***

Entry from the Open Molecules 2025 dataset: a molecular structure, C40H67BF3O2PRb in a non-equilibrium geometry (the ωB97M-V functional and the def2-TZVPD basis).

Kohn-Sham gap = 0.294 hartree
DFT total energy = -65429.4322 eV
Lowest unoccupied orbital energy = -2.91 eV

Geometry as ORCA input:
```
! wB97M-V def2-TZVPD RIJCOSX def2/J DEFGRID3
* xyz 1 1
Rb 1.790 -0.412 3.597
C -3.787 2.646 -3.424
C -2.958 2.227 -2.207
C -1.475 2.060 -2.553
C -0.682 1.526 -1.359
P 1.147 1.564 -1.534
C 1.543 2.557 -3.022
C 3.049 2.671 -3.268
C 3.338 2.952 -4.749
C 4.816 2.847 -5.105
C 1.944 2.340 -0.078
C 3.418 1.987 0.162
C 3.904 2.465 1.532
C 5.378 2.221 1.785
C 1.882 -0.095 -1.815
C 1.317 -0.872 -2.997
C 1.656 -2.362 -2.939
C 0.826 -3.202 -3.908
H -3.573 3.706 -3.595
H -4.857 2.551 -3.262
H -3.472 2.131 -4.332
H -3.341 1.261 -1.862
H -3.101 2.927 -1.381
H -1.074 2.980 -2.979
H -1.472 1.323 -3.363
H -1.010 0.524 -1.093
H -0.755 2.247 -0.536
H 1.126 3.535 -2.767
H 0.998 2.146 -3.870
H 3.636 1.812 -2.934
H 3.524 3.501 -2.734
H 2.894 3.905 -5.039
H 2.849 2.172 -5.345
H 5.401 3.465 -4.416
H 5.015 3.042 -6.154
H 5.200 1.856 -4.842
H 1.341 2.118 0.803
H 1.893 3.422 -0.243
H 4.010 2.334 -0.687
H 3.590 0.906 0.124
H 3.323 1.913 2.275
H 3.628 3.503 1.734
H 6.053 2.996 1.423
H 5.710 1.263 1.378
H 5.596 2.163 2.855
H 1.643 -0.638 -0.893
H 2.963 0.009 -1.865
H 1.874 -0.531 -3.884
H 0.294 -0.614 -3.280
H 1.459 -2.754 -1.932
H 2.726 -2.528 -3.073
H -0.242 -3.021 -3.792
H 1.044 -4.264 -3.822
H 1.085 -2.889 -4.924
B 0.029 -0.701 1.024
H 0.887 -1.382 1.396
H 0.418 0.389 0.879
H -0.374 -1.118 -0.005
H -0.862 -0.721 1.814
C 4.097 -3.058 0.183
C 5.164 -2.172 -0.389
O 4.883 -1.182 -1.031
C 6.597 -2.627 -0.218
H 3.136 -2.544 0.247
H 4.361 -3.581 1.098
H 3.883 -3.819 -0.579
H 7.272 -1.792 -0.042
H 6.838 -3.133 -1.156
H 6.736 -3.324 0.606
C -1.009 -4.242 1.590
C -0.484 -4.641 0.224
O 0.459 -5.393 0.122
C -1.097 -3.927 -0.949
H -2.079 -4.449 1.655
H -0.827 -3.182 1.777
H -0.474 -4.897 2.278
H -0.651 -4.274 -1.881
H -0.842 -2.867 -0.889
H -2.183 -4.008 -0.949
F -0.653 -2.096 4.761
C -1.811 -1.618 5.277
C -2.379 -0.481 4.718
C -3.522 0.082 5.240
C -4.099 -0.494 6.369
C -3.553 -1.667 6.887
C -2.404 -2.240 6.348
H -1.940 -0.101 3.800
H -3.934 0.978 4.793
H -5.014 -0.162 6.840
H -3.995 -2.079 7.784
H -1.927 -3.120 6.761
F -3.821 -1.458 -2.301
C -4.224 -1.756 -1.043
C -5.368 -2.516 -0.888
C -5.831 -2.813 0.383
C -5.056 -2.436 1.482
C -3.818 -1.826 1.293
C -3.434 -1.418 0.024
H -5.958 -2.766 -1.762
H -6.766 -3.327 0.552
H -5.344 -2.731 2.483
H -3.220 -1.554 2.152
H -2.461 -0.987 -0.175
F -4.593 5.342 3.428
C -3.852 4.282 3.064
C -2.740 3.944 3.801
C -1.863 2.950 3.377
C -2.184 2.274 2.200
C -3.301 2.620 1.460
C -4.125 3.674 1.850
H -2.566 4.468 4.734
H -1.094 2.541 4.016
H -1.569 1.437 1.884
H -3.582 2.110 0.547
H -4.962 3.993 1.245
*
```

***

Entry from the Open Molecules 2025 dataset: a molecular structure, C40H67CdGeINO6Se in a non-equilibrium geometry (the ωB97M-V functional and the def2-TZVPD basis).

Kohn-Sham gap (spin up / spin down) = 0.200 / 0.200 hartree
DFT total energy = -190869.8636 eV
Lowest unoccupied orbital energy (spin up / spin down) = -1.67 / -1.67 eV

Geometry as ORCA input:
```
! wB97M-V def2-TZVPD RIJCOSX def2/J DEFGRID3
* xyz 0 2
Cd -1.806 -0.401 -1.574
C -1.601 -4.518 -0.946
C -2.641 -3.731 -1.731
C -3.708 -3.179 -0.796
C -3.311 -4.621 -2.772
O -1.988 -2.601 -2.367
Ge -1.654 -2.491 -4.220
O -2.170 -0.672 -4.025
C -2.155 0.313 -5.044
C -1.104 1.335 -4.540
C -3.516 0.979 -5.138
C -1.747 -0.236 -6.415
O 0.187 -1.737 -4.117
C 1.296 -2.293 -3.401
C 2.581 -1.673 -3.939
C 1.339 -3.800 -3.579
C 1.098 -1.916 -1.928
H -2.071 -5.353 -0.421
H -1.119 -3.880 -0.203
H -0.838 -4.927 -1.609
H -4.233 -3.998 -0.300
H -4.429 -2.579 -1.350
H -3.268 -2.550 -0.024
H -3.871 -5.405 -2.260
H -2.587 -5.103 -3.433
H -4.013 -4.047 -3.380
H -1.360 1.617 -3.512
H -0.934 2.229 -5.138
H 0.231 -0.541 -4.237
H -3.830 1.347 -4.161
H -4.246 0.244 -5.476
H -3.493 1.801 -5.858
H -0.797 -0.776 -6.400
H -1.672 0.582 -7.135
H -2.510 -0.926 -6.775
H 2.652 -1.845 -5.015
H 3.450 -2.129 -3.461
H 2.620 -0.602 -3.749
H 1.472 -4.048 -4.633
H 0.417 -4.266 -3.228
H 2.170 -4.227 -3.016
H 0.783 -0.098 -1.080
H 2.023 -2.004 -1.353
H 0.335 -2.554 -1.478
C -2.612 4.479 4.619
C -2.496 2.961 4.479
C -1.504 2.456 5.537
C -3.878 2.348 4.750
C -2.018 2.544 3.088
C -1.862 1.202 2.784
C -1.440 0.806 1.527
Se -1.154 -1.075 1.241
C 0.723 -1.073 1.679
C 1.158 -1.714 2.830
C 2.504 -1.678 3.211
C 3.399 -0.985 2.409
C 3.008 -0.327 1.229
C 1.678 -0.432 0.939
O 0.633 -0.561 -1.933
C 4.022 0.415 0.368
C 3.321 1.101 -0.802
C 4.735 1.477 1.215
C 5.046 -0.590 -0.176
C 2.923 -2.374 4.507
C 2.561 -3.864 4.430
C 2.182 -1.729 5.687
C 4.425 -2.259 4.765
C -1.149 1.726 0.483
O -0.757 1.324 -0.715
C -1.300 3.102 0.798
C -1.719 3.457 2.074
C -1.025 4.168 -0.267
C -1.198 5.590 0.276
C 0.418 4.048 -0.782
C -2.006 4.005 -1.438
H -2.964 4.727 5.623
H -3.324 4.897 3.904
H -1.649 4.973 4.472
H -1.820 2.767 6.537
H -0.505 2.854 5.351
H -1.437 1.367 5.531
H -4.231 2.627 5.747
H -3.847 1.259 4.696
H -4.606 2.696 4.015
H -2.068 0.441 3.528
H 0.429 -2.231 3.444
H 4.443 -0.944 2.691
H 2.517 1.754 -0.457
H 2.894 0.367 -1.492
H 4.038 1.705 -1.363
H 4.015 2.177 1.644
H 5.433 2.042 0.593
H 5.304 1.031 2.032
H 4.553 -1.353 -0.783
H 5.582 -1.093 0.630
H 5.781 -0.077 -0.802
H 1.486 -4.014 4.322
H 2.878 -4.375 5.342
H 3.056 -4.342 3.581
H 1.100 -1.815 5.580
H 2.428 -0.667 5.764
H 2.468 -2.217 6.622
H 5.012 -2.716 3.964
H 4.673 -2.776 5.694
H 4.739 -1.219 4.873
H -1.837 4.508 2.292
H -0.516 5.798 1.105
H -2.219 5.779 0.613
H -0.977 6.302 -0.522
H 1.132 4.177 0.036
H 0.616 4.825 -1.527
H 0.578 3.072 -1.236
H -3.039 4.056 -1.091
H -1.875 3.037 -1.917
H -1.845 4.801 -2.172
I -4.368 0.673 -1.285
O 1.185 1.228 -4.704
N 0.186 0.634 -4.465
*
```

***

> The highest DFT total energy belongs to which entry?

C40H67BF3O2PRb

***

> The lowest DFT total energy belongs to which entry?

C40H66Br3GeN4O2RbSSi3